No. 1
Molecular formula: C33H32BrN3O2SSiTl
Method: DFT, wB97M-V/def2-TZVPD

DFT total energy: -5025.5331 Eh
Energy relative to the best compared isomer or geometry (same formula, charge and spin): 3.9 kJ/mol
HOMO-LUMO gap: 7.299 eV
Lowest unoccupied orbital energy: -3.90 eV

Geometry as ORCA input:
```
! RIJCOSX wB97M-V def2-TZVPD def2/J DEFGRID3
* xyz 1 1
Tl -0.66 0.46 -0.70
C -2.53 0.95 2.23
C -2.58 -0.44 2.13
C -1.87 -1.22 3.03
C -1.13 -0.62 4.04
C -1.09 0.76 4.15
C -1.79 1.55 3.24
H -3.11 1.55 1.54
H -3.17 -0.90 1.35
H -1.90 -2.30 2.94
H -0.59 -1.24 4.75
H -0.53 1.23 4.95
H -1.77 2.63 3.34
Br 5.31 -3.53 -2.90
C 4.18 -2.08 -2.46
C 4.53 -1.23 -1.43
C 3.69 -0.18 -1.10
C 2.51 0.01 -1.80
C 2.15 -0.87 -2.82
C 2.99 -1.91 -3.16
N 1.59 1.03 -1.45
C 1.98 2.19 -1.14
C 1.02 3.19 -0.63
C 1.39 4.51 -0.47
C 0.44 5.42 -0.01
C -0.83 4.97 0.28
C -1.13 3.62 0.10
N -0.22 2.76 -0.34
H 5.45 -1.39 -0.88
H 3.94 0.46 -0.26
H 1.21 -0.73 -3.34
H 2.73 -2.59 -3.96
H 3.02 2.51 -1.24
H 2.39 4.83 -0.72
H 0.70 6.46 0.12
H -1.60 5.64 0.64
H -2.11 3.22 0.30
C 0.00 -4.82 1.82
Si 1.70 -4.09 1.53
C 2.90 -4.78 2.78
C 2.33 -4.40 -0.19
C 1.62 -2.20 1.82
C 2.41 -1.60 2.78
C 2.40 -0.22 2.99
C 1.56 0.54 2.21
N 0.79 -0.01 1.27
C 0.81 -1.33 1.07
S -0.26 -1.90 -0.21
H 0.04 -5.90 1.67
H -0.75 -4.42 1.14
H -0.33 -4.64 2.85
H 2.97 -5.86 2.65
H 2.58 -4.60 3.81
H 3.91 -4.38 2.65
H 2.37 -5.48 -0.39
H 3.34 -4.01 -0.31
H 1.69 -3.94 -0.96
H 3.07 -2.21 3.39
H 3.01 0.24 3.75
H 1.48 1.61 2.33
O -2.80 1.21 -0.94
C -2.67 1.33 -2.20
O -1.56 1.03 -2.74
C -3.80 1.83 -3.02
C -5.02 2.11 -2.41
C -6.07 2.58 -3.18
C -5.90 2.78 -4.54
C -4.68 2.50 -5.15
C -3.63 2.02 -4.38
H -5.14 1.94 -1.35
H -7.03 2.79 -2.72
H -6.72 3.15 -5.14
H -4.55 2.66 -6.21
H -2.67 1.80 -4.83
*
```

=====

No. 2
Molecular formula: C33H32CoGeI2NO3P
Method: DFT, wB97M-V/def2-TZVPD

DFT total energy: -5953.4224 Eh
HOMO-LUMO gap (spin up / spin down): 6.457 / 6.454 eV
Lowest unoccupied orbital energy (spin up / spin down): -4.52 / -4.52 eV

Geometry as ORCA input:
```
! RIJCOSX wB97M-V def2-TZVPD def2/J DEFGRID3
* xyz 1 1
Co -0.39 1.50 1.24
I 2.51 1.58 5.40
C 0.90 2.72 4.78
C 0.43 3.80 5.57
C -0.64 4.57 5.20
I -1.26 6.12 6.44
C -1.32 4.29 3.98
C -2.45 4.96 3.46
C -3.00 4.56 2.27
C -2.44 3.48 1.57
N -1.39 2.84 2.04
C -0.82 3.22 3.22
C 0.28 2.44 3.59
O 0.63 1.47 2.73
H 0.95 4.02 6.50
H -2.87 5.79 4.01
H -3.86 5.06 1.85
H -2.83 3.14 0.61
C -0.67 -1.76 2.09
P -1.54 -0.18 2.09
C -3.17 -0.49 1.37
C -1.89 0.17 3.83
H -1.24 -2.46 2.70
H 0.32 -1.63 2.52
H -0.57 -2.15 1.08
H -3.69 -1.21 2.00
H -3.08 -0.89 0.36
H -3.75 0.44 1.32
H -2.40 -0.69 4.28
H -2.52 1.05 3.93
H -0.95 0.34 4.36
O 0.82 2.17 -1.98
C -0.28 1.86 -1.62
O -0.73 2.18 -0.38
C -1.27 1.08 -2.44
C -1.22 -0.38 -1.98
Ge 0.53 -1.27 -2.19
C 1.08 -1.18 -4.04
C 0.86 -2.26 -4.90
C 1.18 -2.17 -6.25
C 1.72 -1.00 -6.75
C 1.94 0.09 -5.91
C 1.62 -0.01 -4.56
C 0.26 -3.13 -1.66
C 1.29 -4.05 -1.82
C 1.14 -5.38 -1.42
C -0.06 -5.80 -0.85
C -1.10 -4.90 -0.69
C -0.94 -3.58 -1.09
C 1.93 -0.51 -1.06
C 3.25 -0.55 -1.52
C 4.30 -0.08 -0.74
C 4.05 0.44 0.52
C 2.75 0.49 1.01
C 1.72 0.02 0.21
H -1.00 1.17 -3.49
H -2.27 1.49 -2.29
H -1.90 -0.99 -2.58
H -1.57 -0.45 -0.95
H 0.45 -3.19 -4.51
H 1.01 -3.02 -6.90
H 1.97 -0.92 -7.80
H 2.36 1.00 -6.31
H 1.79 0.85 -3.92
H 2.23 -3.74 -2.25
H 1.95 -6.08 -1.56
H -0.18 -6.83 -0.55
H -2.04 -5.23 -0.26
H -1.78 -2.89 -0.98
H 3.45 -0.94 -2.51
H 5.31 -0.12 -1.12
H 4.87 0.81 1.13
H 2.55 0.90 1.99
H 0.68 0.02 0.62
*
```

=====

No. 3
Molecular formula: C33H32N11O3Tl
Method: DFT, wB97M-V/def2-TZVPD

DFT total energy: -2276.7695 Eh
Energy relative to the best compared isomer or geometry (same formula, charge and spin): 40.5 kJ/mol
HOMO-LUMO gap: 6.500 eV
Lowest unoccupied orbital energy: -6.36 eV

Geometry as ORCA input:
```
! RIJCOSX wB97M-V def2-TZVPD def2/J DEFGRID3
* xyz 2 1
Tl -1.82 0.17 -1.35
N -3.72 -0.99 -1.77
C -4.68 -0.22 -2.63
C -5.19 1.05 -1.92
C -4.32 2.27 -2.20
N -3.09 2.24 -1.38
H -3.44 -1.84 -2.25
H -4.20 -1.28 -0.92
H -5.51 -0.88 -2.90
H -4.15 0.03 -3.55
H -5.22 0.87 -0.84
H -6.22 1.24 -2.21
H -4.87 3.20 -2.02
H -4.00 2.29 -3.24
H -3.28 2.52 -0.42
H -2.40 2.87 -1.78
O -1.47 1.61 -5.12
C -1.10 1.04 -4.12
O -1.18 1.52 -2.91
C -0.56 -0.36 -4.20
C 0.25 -0.78 -5.28
C 0.75 -2.04 -5.26
C 0.39 -2.93 -4.21
C 0.83 -4.27 -4.17
C 0.42 -5.10 -3.17
C -0.48 -4.64 -2.19
C -0.92 -3.34 -2.20
C -0.48 -2.45 -3.20
N -0.90 -1.14 -3.20
H 0.46 -0.07 -6.07
H 1.40 -2.40 -6.05
H 1.50 -4.62 -4.95
H 0.75 -6.13 -3.14
H -0.83 -5.31 -1.42
H -1.61 -3.00 -1.45
C 2.95 -2.73 -0.23
N 1.60 -2.16 -0.13
C 1.10 -1.13 -0.78
N -0.13 -0.88 -0.32
C -0.31 -1.84 0.64
N 0.72 -2.62 0.78
C 3.98 -1.89 0.48
C 5.32 -2.15 0.21
C 6.31 -1.43 0.87
C 5.97 -0.46 1.80
C 4.62 -0.20 2.05
C 3.63 -0.92 1.40
C 4.28 0.86 3.00
N 5.08 1.57 3.71
N 4.27 2.48 4.42
C 3.06 2.22 4.06
O 2.97 1.21 3.16
C 1.84 2.92 4.47
C 1.97 4.03 5.30
C 0.84 4.74 5.67
C -0.41 4.35 5.21
C -0.54 3.23 4.39
C -1.95 2.88 3.98
N -2.07 1.89 2.90
C -1.61 1.94 1.66
N -2.08 0.89 0.97
C -2.83 0.23 1.90
N -2.84 0.80 3.08
C 0.59 2.51 4.03
H 3.18 -2.85 -1.29
H 2.86 -3.72 0.21
H 1.62 -0.58 -1.55
H -1.19 -1.95 1.24
H 5.60 -2.90 -0.51
H 7.35 -1.64 0.67
H 6.73 0.11 2.31
H 2.59 -0.72 1.64
H 2.95 4.33 5.63
H 0.93 5.61 6.31
H -1.28 4.92 5.49
H -2.47 3.78 3.66
H -2.52 2.44 4.80
H -0.97 2.72 1.29
H -3.37 -0.69 1.72
H 0.51 1.62 3.41
*
```

=====

Look up the DFT total energy of the third one.
-2276.7695 Eh

=====

Please write out number 1 again, unchanged.
Molecular formula: C33H32BrN3O2SSiTl
Method: DFT, wB97M-V/def2-TZVPD

DFT total energy: -5025.5331 Eh
Energy relative to the best compared isomer or geometry (same formula, charge and spin): 3.9 kJ/mol
HOMO-LUMO gap: 7.299 eV
Lowest unoccupied orbital energy: -3.90 eV

Geometry as ORCA input:
```
! RIJCOSX wB97M-V def2-TZVPD def2/J DEFGRID3
* xyz 1 1
Tl -0.66 0.46 -0.70
C -2.53 0.95 2.23
C -2.58 -0.44 2.13
C -1.87 -1.22 3.03
C -1.13 -0.62 4.04
C -1.09 0.76 4.15
C -1.79 1.55 3.24
H -3.11 1.55 1.54
H -3.17 -0.90 1.35
H -1.90 -2.30 2.94
H -0.59 -1.24 4.75
H -0.53 1.23 4.95
H -1.77 2.63 3.34
Br 5.31 -3.53 -2.90
C 4.18 -2.08 -2.46
C 4.53 -1.23 -1.43
C 3.69 -0.18 -1.10
C 2.51 0.01 -1.80
C 2.15 -0.87 -2.82
C 2.99 -1.91 -3.16
N 1.59 1.03 -1.45
C 1.98 2.19 -1.14
C 1.02 3.19 -0.63
C 1.39 4.51 -0.47
C 0.44 5.42 -0.01
C -0.83 4.97 0.28
C -1.13 3.62 0.10
N -0.22 2.76 -0.34
H 5.45 -1.39 -0.88
H 3.94 0.46 -0.26
H 1.21 -0.73 -3.34
H 2.73 -2.59 -3.96
H 3.02 2.51 -1.24
H 2.39 4.83 -0.72
H 0.70 6.46 0.12
H -1.60 5.64 0.64
H -2.11 3.22 0.30
C 0.00 -4.82 1.82
Si 1.70 -4.09 1.53
C 2.90 -4.78 2.78
C 2.33 -4.40 -0.19
C 1.62 -2.20 1.82
C 2.41 -1.60 2.78
C 2.40 -0.22 2.99
C 1.56 0.54 2.21
N 0.79 -0.01 1.27
C 0.81 -1.33 1.07
S -0.26 -1.90 -0.21
H 0.04 -5.90 1.67
H -0.75 -4.42 1.14
H -0.33 -4.64 2.85
H 2.97 -5.86 2.65
H 2.58 -4.60 3.81
H 3.91 -4.38 2.65
H 2.37 -5.48 -0.39
H 3.34 -4.01 -0.31
H 1.69 -3.94 -0.96
H 3.07 -2.21 3.39
H 3.01 0.24 3.75
H 1.48 1.61 2.33
O -2.80 1.21 -0.94
C -2.67 1.33 -2.20
O -1.56 1.03 -2.74
C -3.80 1.83 -3.02
C -5.02 2.11 -2.41
C -6.07 2.58 -3.18
C -5.90 2.78 -4.54
C -4.68 2.50 -5.15
C -3.63 2.02 -4.38
H -5.14 1.94 -1.35
H -7.03 2.79 -2.72
H -6.72 3.15 -5.14
H -4.55 2.66 -6.21
H -2.67 1.80 -4.83
*
```